# C7H28N14O7

A 7-piece molecular cluster, C7H28N14O7 overall at a distorted geometry (wB97M-V/def2-TZVPD, the OMol25 dataset).

Calculated values
energy above the lowest of the compared OMol25 structures with the same formula, charge and spin = 13.0 kcal per mole
frontier orbital gap = 8.711 eV
largest force on an atom = 2.89 eV/Å

Last column: natural (NBO) charge in e.
Cartesian coordinates (Å):
1 N 2.76 -0.40 6.12  -0.83
2 C 1.69 0.04 5.41  0.79
3 N 1.16 1.24 5.83  -0.84
4 O 1.31 -0.51 4.39  -0.70
5 H 3.17 0.15 6.85  0.39
6 H 3.25 -1.13 5.64  0.42
7 H 1.65 1.73 6.56  0.38
8 H 0.33 1.66 5.48  0.41
9 N -0.45 -0.22 2.15  -0.86
10 C -0.31 -0.82 0.95  0.78
11 N -1.15 -0.33 -0.01  -0.88
12 O 0.57 -1.64 0.66  -0.73
13 H -1.16 0.49 2.24  0.39
14 H 0.16 -0.50 2.92  0.44
15 H -1.68 0.50 0.17  0.40
16 H -0.91 -0.57 -0.97  0.43
17 N -3.76 1.42 -4.82  -0.85
18 C -2.61 0.73 -4.56  0.76
19 N -2.58 0.02 -3.40  -0.86
20 O -1.80 0.49 -5.45  -0.67
21 H -3.81 1.97 -5.66  0.40
22 H -4.53 1.46 -4.18  0.38
23 H -1.85 -0.68 -3.28  0.44
24 H -3.26 0.11 -2.67  0.37
25 N 1.65 -0.86 -3.30  -0.82
26 C 0.63 -1.75 -3.15  0.81
27 N 0.77 -2.91 -3.85  -0.83
28 O -0.40 -1.47 -2.53  -0.74
29 H 1.63 -0.13 -2.59  0.40
30 H 2.52 -1.15 -3.69  0.39
31 H 1.69 -3.15 -4.17  0.39
32 H -0.08 -3.40 -4.05  0.42
33 N 4.41 2.49 0.74  -0.85
34 C 3.96 2.02 1.94  0.77
35 N 2.71 1.46 1.87  -0.85
36 O 4.60 2.08 2.98  -0.66
37 H 3.81 2.49 -0.06  0.38
38 H 5.31 2.91 0.65  0.41
39 H 2.33 1.25 0.97  0.39
40 H 2.17 1.33 2.71  0.42
41 N -2.89 3.28 -1.31  -0.83
42 C -2.23 3.43 -0.12  0.78
43 N -1.56 4.60 0.05  -0.84
44 O -2.15 2.47 0.64  -0.70
45 H -3.11 4.07 -1.89  0.38
46 H -3.52 2.50 -1.36  0.40
47 H -0.88 4.63 0.78  0.42
48 H -1.82 5.40 -0.49  0.39
49 N -1.16 -4.42 -1.19  -0.87
50 C -0.76 -5.13 -0.09  0.77
51 N -0.14 -4.39 0.85  -0.86
52 O -1.04 -6.32 0.05  -0.70
53 H -1.06 -3.42 -1.22  0.40
54 H -1.64 -4.89 -1.94  0.39
55 H 0.07 -3.41 0.67  0.43
56 H 0.04 -4.81 1.74  0.40



# C7H28NO10

A 8-piece molecular cluster, C7H28NO10 overall at a distorted geometry (wB97M-V/def2-TZVPD, the OMol25 dataset).

Calculated values
energy above the lowest of the compared OMol25 structures with the same formula, charge and spin = 143.6 kcal per mole
frontier orbital gap = 6.788 eV
net charge = -1
largest force on an atom = 4.18 eV/Å

Last column: natural (NBO) charge in e.
Cartesian coordinates (Å):
1 N 0.61 0.44 -0.36  0.72
2 O 0.14 1.10 0.59  -0.59
3 O 1.57 0.83 -1.05  -0.57
4 O 0.19 -0.63 -0.71  -0.56
5 C -2.07 2.94 -5.36  -0.25
6 O -1.51 4.23 -5.22  -0.74
7 H -1.68 2.40 -4.50  0.18
8 H -3.15 2.87 -5.32  0.18
9 H -1.63 2.48 -6.25  0.16
10 H -0.55 4.23 -5.26  0.47
11 C 3.00 -2.96 -6.11  -0.23
12 O 3.06 -1.90 -5.25  -0.72
13 H 2.18 -3.57 -5.72  0.16
14 H 2.81 -2.68 -7.14  0.16
15 H 3.91 -3.55 -6.01  0.15
16 H 2.54 -2.13 -4.47  0.48
17 C 6.93 -3.34 -1.35  -0.25
18 O 5.96 -2.34 -1.06  -0.70
19 H 6.86 -3.81 -2.33  0.16
20 H 7.92 -2.87 -1.36  0.17
21 H 7.02 -4.16 -0.63  0.16
22 H 5.22 -2.81 -0.68  0.47
23 C -2.93 2.50 6.09  -0.25
24 O -4.19 1.88 6.04  -0.73
25 H -2.93 3.34 5.40  0.16
26 H -2.61 2.85 7.07  0.18
27 H -2.19 1.83 5.64  0.17
28 H -4.41 1.81 5.10  0.47
29 C -1.94 -5.24 2.61  -0.26
30 O -1.63 -5.30 1.22  -0.72
31 H -1.42 -6.09 3.06  0.17
32 H -1.55 -4.36 3.12  0.17
33 H -2.97 -5.34 2.96  0.16
34 H -1.60 -4.39 0.93  0.48
35 C -5.32 -0.29 0.57  -0.24
36 O -4.84 0.84 1.23  -0.74
37 H -5.36 -1.09 1.30  0.16
38 H -6.29 -0.14 0.08  0.17
39 H -4.60 -0.55 -0.22  0.17
40 H -3.88 0.86 1.24  0.48
41 C 1.88 5.65 3.85  -0.25
42 O 2.40 4.51 3.23  -0.72
43 H 0.84 5.89 3.63  0.17
44 H 1.94 5.45 4.92  0.15
45 H 2.55 6.50 3.72  0.16
46 H 1.69 4.10 2.73  0.48



# C7H28O7

A 7-piece molecular cluster, C7H28O7 overall at a distorted geometry (wB97M-V/def2-TZVPD, the OMol25 dataset).

Calculated values
energy above the lowest of the compared OMol25 structures with the same formula, charge and spin = 114.1 kcal per mole
frontier orbital gap = 10.436 eV
largest force on an atom = 2.57 eV/Å

Last column: natural (NBO) charge in e.
Cartesian coordinates (Å):
1 C -3.57 -2.06 1.11  -0.25
2 O -4.72 -1.33 1.31  -0.71
3 H -3.73 -3.09 1.43  0.18
4 H -3.35 -2.18 0.05  0.16
5 H -2.70 -1.57 1.55  0.16
6 H -4.66 -0.62 0.66  0.46
7 C -0.87 -7.22 0.42  -0.25
8 O 0.17 -7.76 -0.40  -0.73
9 H -0.84 -7.55 1.46  0.17
10 H -0.68 -6.16 0.57  0.18
11 H -1.87 -7.38 0.02  0.17
12 H 0.48 -8.61 -0.10  0.47
13 C -5.61 2.04 -1.49  -0.23
14 O -4.97 2.62 -0.44  -0.72
15 H -4.88 1.81 -2.27  0.15
16 H -6.00 1.05 -1.29  0.14
17 H -6.41 2.73 -1.77  0.18
18 H -4.06 2.29 -0.40  0.47
19 C 1.50 -1.31 -0.68  -0.25
20 O 0.17 -1.00 -1.21  -0.74
21 H 1.73 -0.42 -0.10  0.17
22 H 1.43 -2.24 -0.11  0.17
23 H 2.28 -1.38 -1.44  0.18
24 H -0.24 -0.39 -0.60  0.47
25 C -0.78 3.23 0.94  -0.27
26 O -1.47 1.99 1.10  -0.73
27 H -1.27 4.09 1.40  0.17
28 H 0.22 3.13 1.35  0.17
29 H -0.53 3.45 -0.10  0.18
30 H -1.33 1.85 2.04  0.47
31 C 3.56 3.40 -2.39  -0.24
32 O 3.58 3.48 -3.78  -0.73
33 H 2.53 3.48 -2.05  0.16
34 H 4.00 2.45 -2.06  0.16
35 H 4.25 4.13 -1.98  0.18
36 H 2.97 2.88 -4.19  0.47
37 C 6.06 2.36 2.32  -0.26
38 O 5.02 1.36 2.22  -0.71
39 H 6.91 2.09 2.94  0.17
40 H 6.50 2.43 1.32  0.16
41 H 5.55 3.28 2.63  0.19
42 H 5.61 0.62 2.03  0.46



# C7H29NO7

A 8-piece molecular cluster, C7H29NO7 overall at a distorted geometry (wB97M-V/def2-TZVPD, the OMol25 dataset).

Calculated values
energy above the lowest of the compared OMol25 structures with the same formula, charge and spin = 30.2 kcal per mole
frontier orbital gap = 9.310 eV
largest force on an atom = 2.89 eV/Å

Last column: natural (NBO) charge in e.
Cartesian coordinates (Å):
1 C 0.92 1.45 -3.16  -0.48
2 C 0.97 0.27 -2.55  0.08
3 C 2.11 -0.68 -2.86  -0.67
4 C 0.25 -0.12 -1.28  -0.46
5 C -1.30 0.02 -1.44  -0.39
6 C -1.93 0.18 -0.05  -0.05
7 C -3.47 0.10 -0.34  -0.63
8 N -1.55 1.49 0.45  -0.87
9 H 1.60 1.66 -3.96  0.20
10 H 0.12 2.17 -3.03  0.19
11 H 2.77 -0.55 -1.98  0.24
12 H 2.78 -0.48 -3.69  0.22
13 H 1.80 -1.70 -2.66  0.22
14 H 0.38 -1.19 -1.16  0.22
15 H 0.68 0.44 -0.45  0.23
16 H -1.62 -0.94 -1.84  0.22
17 H -1.57 0.84 -2.10  0.20
18 H -1.63 -0.54 0.69  0.20
19 H -3.62 0.56 -1.31  0.21
20 H -3.82 -0.93 -0.41  0.22
21 H -4.00 0.63 0.45  0.20
22 H -1.82 2.29 -0.13  0.36
23 H -2.03 1.77 1.30  0.38
24 O 2.52 1.62 2.24  -0.98
25 H 2.38 2.28 1.53  0.52
26 H 1.67 1.45 2.65  0.48
27 O 1.05 2.63 0.23  -1.01
28 H 0.16 2.25 0.27  0.51
29 H 1.34 2.69 -0.69  0.49
30 O -0.20 -3.77 -0.47  -0.93
31 H 0.49 -3.70 0.20  0.46
32 H -0.84 -4.26 0.06  0.47
33 O -1.31 0.46 3.19  -1.00
34 H -1.40 1.33 3.57  0.48
35 H -0.44 0.17 2.88  0.51
36 O 3.53 -0.43 0.70  -1.01
37 H 4.48 -0.44 0.79  0.48
38 H 3.07 0.29 1.17  0.51
39 O 1.29 -0.74 2.75  -0.99
40 H 1.88 -0.47 3.45  0.49
41 H 1.75 -1.08 1.98  0.51
42 O -2.64 -2.59 1.44  -0.94
43 H -1.92 -2.77 2.05  0.47
44 H -2.85 -1.66 1.53  0.48



# C7H29NO7

A 8-piece molecular cluster, C7H29NO7 overall at a distorted geometry (wB97M-V/def2-TZVPD, the OMol25 dataset).

Calculated values
energy above the lowest of the compared OMol25 structures with the same formula, charge and spin = 31.7 kcal per mole
frontier orbital gap = 9.741 eV
largest force on an atom = 2.26 eV/Å

Last column: natural (NBO) charge in e.
Cartesian coordinates (Å):
1 C -1.80 -2.41 -0.92  -0.68
2 C -1.50 -1.28 0.03  -0.23
3 C -2.39 -0.64 0.80  0.05
4 C -3.85 -0.75 0.63  -0.67
5 C -1.82 0.60 1.46  -0.44
6 C -1.79 1.78 0.44  -0.04
7 C -2.60 2.96 0.97  -0.62
8 N -0.40 2.19 0.16  -0.86
9 H -2.74 -2.35 -1.47  0.23
10 H -0.94 -2.61 -1.56  0.21
11 H -1.90 -3.31 -0.32  0.23
12 H -0.45 -1.09 0.21  0.17
13 H -4.28 -1.54 0.02  0.22
14 H -4.35 -0.81 1.60  0.23
15 H -4.30 0.16 0.19  0.22
16 H -2.44 0.93 2.30  0.21
17 H -0.81 0.37 1.78  0.22
18 H -2.28 1.47 -0.49  0.17
19 H -3.67 2.81 0.77  0.21
20 H -2.33 3.92 0.52  0.21
21 H -2.57 3.08 2.05  0.21
22 H 0.23 1.59 0.66  0.37
23 H -0.24 3.13 0.48  0.37
24 O -0.33 0.02 -2.66  -0.94
25 H -0.56 -0.75 -2.12  0.48
26 H -0.35 0.70 -1.96  0.50
27 O 3.01 -3.74 0.57  -0.94
28 H 3.53 -2.97 0.42  0.48
29 H 2.13 -3.38 0.39  0.46
30 O 3.66 1.90 0.03  -0.96
31 H 4.43 1.33 -0.01  0.48
32 H 2.95 1.47 0.51  0.47
33 O 1.84 -1.10 0.39  -0.96
34 H 1.12 -1.58 0.79  0.48
35 H 1.70 -0.87 -0.52  0.49
36 O 2.09 1.01 2.46  -0.95
37 H 2.76 0.53 1.98  0.48
38 H 2.56 1.52 3.13  0.48
39 O 4.39 -0.68 -1.19  -0.99
40 H 3.68 -0.07 -1.43  0.50
41 H 4.38 -1.40 -1.80  0.47
42 O 2.27 -0.11 -2.76  -1.02
43 H 2.63 -0.04 -3.64  0.48
44 H 1.29 0.02 -2.88  0.50



# C7H29NO8

A 9-piece molecular cluster, C7H29NO8 overall at a distorted geometry (wB97M-V/def2-TZVPD, the OMol25 dataset).

Calculated values
energy above the lowest of the compared OMol25 structures with the same formula, charge and spin = 67.7 kcal per mole
frontier orbital gap = 9.358 eV
largest force on an atom = 2.11 eV/Å

Last column: natural (NBO) charge in e.
Cartesian coordinates (Å):
1 C -2.34 1.20 0.31  -0.38
2 C -1.58 1.13 -0.78  0.02
3 C -2.13 0.83 -2.12  -0.26
4 C -2.26 -0.42 -2.57  -0.14
5 C -2.40 -0.83 -4.00  -0.66
6 C -0.06 1.28 -0.66  -0.43
7 C 0.54 -0.12 -0.98  -0.21
8 N 1.94 -0.22 -0.60  -0.88
9 H -1.96 1.58 1.25  0.13
10 H -3.43 1.23 0.26  0.21
11 H -2.38 1.70 -2.71  0.21
12 H -2.16 -1.26 -1.89  0.21
13 H -1.51 -0.63 -4.59  0.22
14 H -3.26 -0.32 -4.45  0.21
15 H -2.60 -1.89 -4.13  0.22
16 H 0.38 2.11 -1.18  0.22
17 H 0.26 1.35 0.37  0.18
18 H -0.08 -0.81 -0.39  0.17
19 H 0.36 -0.36 -2.02  0.20
20 H 2.04 -0.27 0.40  0.38
21 H 2.39 -0.93 -1.15  0.37
22 O 1.57 -0.66 2.68  -0.99
23 H 1.09 0.18 2.72  0.50
24 H 2.09 -0.77 3.47  0.48
25 O 4.58 2.21 0.09  -0.95
26 H 4.59 1.33 0.49  0.48
27 H 3.70 2.37 -0.27  0.47
28 O 0.50 4.20 -0.45  -0.98
29 H -0.25 4.26 -1.04  0.49
30 H 1.40 4.30 -0.78  0.49
31 O 0.84 -3.33 2.08  -0.98
32 H 1.09 -3.50 2.99  0.49
33 H 1.43 -2.74 1.61  0.50
34 O 0.02 1.85 2.61  -0.97
35 H 0.52 2.34 1.93  0.50
36 H -0.87 1.71 2.27  0.49
37 O -1.43 -3.49 0.49  -0.97
38 H -1.24 -4.43 0.40  0.47
39 H -0.94 -3.27 1.31  0.51
40 O -0.37 -3.91 -2.09  -0.98
41 H -0.72 -3.50 -1.28  0.50
42 H -0.15 -4.84 -1.97  0.47
43 O 1.19 1.70 5.06  -0.95
44 H 1.36 1.89 4.13  0.48
45 H 0.24 1.76 5.16  0.47